80
Properties=species:S:1:pos:R:3:forces:R:3 method="wB97M-V/def2-TZVPD" e_lumo_ev=1.97 energy_ha=-2427.1443 homo_ev=-4.59 charge=-1 e_above_lowest_ev=1.318 homo_lumo_gap_ev=6.562
Sr -0.5088 0.3515 0.1870 -0.15 -1.95 2.40
C -1.4186 -3.0306 -0.6358 0.64 0.05 0.68
O -0.0533 -2.9006 -1.1510 0.41 -0.53 -0.63
O -1.5994 -2.0643 0.1843 -1.12 1.86 0.33
C -2.3771 -3.0839 -1.8491 0.34 -0.43 -0.44
F -2.6491 -1.9017 -2.4222 -0.17 0.05 0.09
F -1.8768 -3.8742 -2.8446 -0.12 0.06 -0.14
F -3.5557 -3.6543 -1.5193 -0.13 0.24 0.14
C 0.6609 -4.0898 -1.3662 -0.64 -1.19 -0.32
C 1.9450 -3.8211 -2.1096 0.33 1.18 0.33
H 2.4807 -2.9881 -1.6363 0.02 -0.18 0.27
H 2.6328 -4.6643 -2.1082 -0.16 -0.16 -0.23
H 1.7447 -3.4317 -3.1116 -0.05 -0.47 -0.16
H 0.0656 -4.7992 -1.9612 -0.01 0.18 -0.17
H 0.8196 -4.6755 -0.4470 0.28 0.55 0.30
H -1.5599 -4.0146 -0.1396 0.38 -0.47 -0.35
C 2.3740 -1.7974 1.7721 -1.91 -0.29 0.12
O 2.6340 -1.9527 3.1853 1.09 -0.02 0.02
O 1.4211 -0.9232 1.6440 0.21 1.60 -1.19
C 3.7364 -1.4773 1.0701 -0.29 0.50 0.37
F 3.5982 -0.7998 -0.1082 0.01 -0.34 -0.09
F 4.5132 -0.6720 1.8207 0.31 -0.27 -0.09
F 4.4346 -2.5851 0.7415 0.24 0.07 0.07
C 3.5201 -2.9812 3.5537 0.02 -0.22 0.34
C 3.8579 -2.8480 5.0335 -0.63 0.13 0.01
H 4.6262 -2.0934 5.2023 0.06 -0.04 -0.06
H 2.9637 -2.5130 5.5641 0.02 -0.15 0.08
H 4.1807 -3.8071 5.4409 0.10 0.04 0.05
H 4.4927 -2.9687 3.0470 -0.24 0.04 -0.41
H 3.0229 -3.9377 3.3383 0.23 -0.15 0.08
H 1.9984 -2.7629 1.3572 0.80 -0.49 0.09
C -2.6003 0.9488 2.7910 1.03 -1.23 0.02
O -3.0916 0.8778 1.4231 -0.76 0.41 -0.67
O -1.3686 0.5459 2.8134 0.81 0.96 -0.25
C -2.8673 2.4125 3.2164 -0.68 -0.56 -0.28
F -2.5623 3.3258 2.2628 0.38 0.23 -0.01
F -4.1965 2.5919 3.4497 -0.09 0.16 0.17
F -2.2242 2.7538 4.3300 0.14 0.23 0.15
C -4.2285 0.0683 1.2187 -0.37 0.37 0.15
C -4.7128 0.2201 -0.2133 0.60 -1.07 -0.10
H -4.6692 1.2305 -0.6182 -0.29 0.18 0.36
H -4.0658 -0.4004 -0.8443 -0.08 0.08 -0.08
H -5.7129 -0.2140 -0.2606 -0.09 0.25 -0.28
H -5.0389 0.3621 1.8988 0.10 0.13 0.08
H -3.9861 -0.9773 1.4331 0.06 -0.05 -0.13
H -3.2451 0.3095 3.4286 -0.54 0.25 0.00
C 3.1384 0.6985 -3.0214 -0.17 -1.00 -1.29
C 1.7066 0.9169 -2.5273 0.94 1.17 0.65
C 0.8184 -0.2831 -2.7808 0.19 -1.38 0.29
O -0.5575 -0.1716 -2.3903 1.07 1.15 -0.77
C -1.2085 0.6279 -3.3595 -1.10 -0.22 0.29
N 1.7471 1.1086 -1.0545 0.40 -0.40 -0.17
H 3.7456 1.5972 -3.1102 -0.18 0.18 0.34
H 3.1169 0.2583 -4.0295 0.01 0.15 -0.01
H 3.6663 -0.0451 -2.4232 -0.04 0.14 0.21
H 1.3536 1.8388 -3.0012 -0.33 -0.13 0.03
H 1.2156 -1.1079 -2.1823 -0.09 0.04 0.17
H 0.8545 -0.6775 -3.8026 0.06 0.44 -0.18
H -2.2460 0.7381 -3.0390 0.02 -0.06 0.01
H -1.2345 0.1122 -4.3239 0.21 0.09 -0.06
H -0.7885 1.6331 -3.4576 0.19 -0.08 -0.06
H 2.2740 1.9117 -0.7168 -0.51 0.57 -0.60
H 2.4171 0.3995 -0.7589 -0.70 -0.38 0.42
C -1.6423 4.8339 -1.6109 0.11 0.79 0.16
C -0.8847 3.6617 -1.0226 -1.06 -1.69 -0.17
C -0.2166 3.9819 0.2994 0.46 0.74 -1.03
O 0.3782 2.8377 0.8447 -0.20 0.37 0.14
C 0.8103 3.0353 2.1732 0.67 -0.24 1.18
N -1.8026 2.4972 -0.7849 -0.81 1.11 0.07
H -1.0539 5.7571 -1.6571 0.24 -0.19 -0.16
H -2.4998 5.1170 -0.9923 -0.06 -0.33 0.03
H -1.9971 4.6119 -2.6176 -0.02 -0.04 0.02
H -0.2362 3.1931 -1.7714 0.73 0.76 0.19
H -0.9540 4.4654 0.9506 0.02 -0.31 0.23
H 0.5490 4.7418 0.0708 0.08 -0.01 0.28
H 1.3512 2.1481 2.5054 -0.33 -0.25 -0.21
H -0.0142 3.1983 2.8696 -0.15 -0.08 -0.21
H 1.5337 3.8532 2.3139 -0.20 0.22 -0.60
H -2.4246 2.4287 -1.5895 0.26 -0.22 -0.16
H -2.4702 2.7882 -0.0638 0.25 -0.41 0.33



74
Properties=species:S:1:pos:R:3:forces:R:3 method="wB97M-V/def2-TZVPD" e_lumo_ev=2.28 energy_ha=-2068.6652 homo_ev=-4.83 charge=-1 e_above_lowest_ev=0.000 homo_lumo_gap_ev=7.118
C -6.0545 -0.4924 -1.5743 -0.05 -0.11 -0.08
C -5.1205 -1.4177 -0.7931 0.08 -0.03 -0.31
C -3.7311 -0.8120 -0.5646 -0.09 0.02 0.12
C -2.8205 -0.9111 -1.7841 -0.08 0.01 0.00
P -1.1843 0.0647 -1.7988 -0.20 -0.25 -1.16
C -2.1608 1.7040 -1.9740 0.09 0.09 -0.02
C -1.4500 3.0364 -1.7026 -0.14 0.14 -0.04
C -1.7831 3.5910 -0.3227 -0.02 0.09 0.00
O -0.8564 4.6081 0.0624 0.24 -0.15 -0.21
C -0.8320 4.9192 1.4348 -0.21 0.00 -0.08
N -1.0114 -0.2326 -3.5830 -0.27 0.06 0.52
C 0.3368 -0.0711 -4.1060 0.15 0.08 -0.08
C 0.6309 1.3805 -4.5168 0.06 0.01 0.13
O -0.2628 -1.4784 -1.5001 0.03 0.05 -0.10
C -0.3780 -1.8677 -0.1905 -0.10 -0.28 0.07
C 0.4153 -3.1455 0.1632 -0.02 0.13 -0.02
C -0.4990 -4.3442 0.3097 -0.09 0.01 -0.01
F 1.3405 -3.4396 -0.8275 0.14 -0.02 -0.04
C -0.2372 -0.5609 0.6098 -0.20 0.14 -0.78
O -0.5927 -0.8154 2.0172 -0.13 -0.01 0.44
N -1.8718 -0.4621 2.4027 0.21 -0.03 -0.18
O -2.0257 -0.6793 3.5497 0.02 -0.03 0.03
N 1.0801 0.0941 0.6812 -0.11 -0.01 0.63
C 0.9545 1.5144 0.9718 0.01 0.29 -0.05
C 2.1023 -0.5296 1.4277 -0.24 -0.12 -0.55
C 2.5006 0.0576 2.7511 0.38 0.43 0.11
O 2.6818 -1.5003 1.0037 0.09 -0.45 0.08
O -1.1426 0.2468 0.0115 0.29 0.32 0.60
H -6.0264 0.5247 -1.1757 -0.01 -0.02 0.03
H -5.7678 -0.4457 -2.6280 0.03 0.08 0.07
H -7.0902 -0.8420 -1.5380 0.03 0.01 -0.01
H -4.9983 -2.3451 -1.3677 -0.08 -0.04 0.15
H -5.5797 -1.6944 0.1600 0.01 0.09 0.03
H -3.2676 -1.2992 0.2945 -0.01 0.04 -0.04
H -3.8577 0.2350 -0.2769 0.04 -0.04 0.13
H -2.6182 -1.9722 -1.9741 0.07 0.07 -0.06
H -3.3630 -0.5291 -2.6580 0.06 -0.05 0.00
H 0.0653 0.7569 -1.8410 0.09 0.02 0.21
H -3.0733 1.6963 -1.3715 0.01 -0.16 0.04
H -2.4838 1.6769 -3.0181 0.02 -0.01 0.10
H -1.8016 3.7698 -2.4366 0.23 0.05 -0.02
H -0.3647 2.9644 -1.8299 0.00 -0.12 0.10
H -1.7976 2.7856 0.4174 0.10 -0.07 0.03
H -2.7844 4.0440 -0.3615 -0.08 -0.16 0.11
H 0.1472 4.6889 1.8626 0.04 -0.06 -0.01
H -1.5914 4.3580 1.9884 0.02 0.03 0.02
H -1.0202 5.9892 1.5719 -0.03 -0.03 0.03
H -1.3233 -1.1761 -3.7758 0.03 -0.03 0.06
H 1.0966 -0.4007 -3.3836 -0.01 -0.03 -0.02
H 0.4519 -0.7141 -4.9851 -0.09 0.01 0.02
H 1.2410 1.4269 -5.4231 -0.02 0.03 0.00
H 1.1701 1.9195 -3.7333 -0.08 -0.02 0.01
H -0.3096 1.9077 -4.6875 0.04 -0.03 -0.12
H -1.4306 -2.1346 0.0377 0.12 0.04 0.07
H 0.9739 -3.0115 1.0845 0.07 0.07 0.10
H -1.2463 -4.1411 1.0807 0.02 -0.02 -0.02
H 0.0692 -5.2268 0.6104 -0.01 0.01 -0.10
H -1.0157 -4.5398 -0.6334 0.02 -0.01 0.04
H 1.9492 1.9548 1.0467 -0.07 -0.02 -0.03
H 0.4481 1.9920 0.1437 -0.09 0.07 -0.04
H 0.4038 1.7201 1.8974 -0.05 0.06 0.00
H 3.0774 0.9725 2.5910 0.00 -0.06 0.09
H 1.6457 0.3192 3.3738 -0.04 -0.11 -0.04
H 3.1541 -0.6609 3.2390 -0.12 0.02 0.13
C 6.1537 -1.4457 2.9001 0.01 -0.10 -0.05
C 7.2186 -2.2350 3.6398 -0.06 0.00 -0.02
O 8.0732 -1.1987 4.1378 0.07 -0.07 0.02
C 7.3588 -0.0496 4.2157 -0.04 -0.10 -0.03
O 7.7379 0.9438 4.7434 0.03 0.07 0.03
O 6.1609 -0.2030 3.6152 -0.09 0.07 -0.03
H 5.1634 -1.8901 2.9352 -0.04 0.08 0.03
H 6.4208 -1.2533 1.8607 0.01 0.01 -0.01
H 6.8116 -2.7889 4.4874 -0.01 0.00 0.00
H 7.7905 -2.9059 3.0055 0.06 0.05 -0.01



66
Properties=species:S:1:pos:R:3:forces:R:3 method="wB97M-V/def2-TZVPD" e_lumo_ev="-0.39 / 0.07" energy_ha=-2850.4575 homo_ev="-7.10 / -5.89" charge=0 e_above_lowest_ev=0.000 s2=9.111 homo_lumo_gap_ev="6.713 / 5.955" multiplicity=6
C 0.4662 -0.9412 -3.5662 1.99 -0.28 0.64
C -0.1298 2.1776 -3.8975 -0.25 0.18 0.51
C -0.9471 -1.0322 -3.8884 -0.28 -0.84 1.48
H 0.8603 -1.9514 -3.8067 0.11 0.32 0.25
C -1.4159 2.0110 -3.5743 0.20 0.40 -0.17
H 0.4415 2.9864 -3.4199 -0.38 -0.44 0.09
H -1.4908 -1.8476 -3.4043 0.19 0.19 -0.02
H -1.8720 2.6632 -2.8206 0.33 -0.09 -0.23
C -1.7358 -0.2343 -4.8161 -1.30 0.43 -0.69
H -2.5907 -0.8704 -5.1125 0.31 0.27 -0.09
H -1.1996 0.0185 -5.7387 -0.21 -0.17 0.28
C 1.3061 0.0577 -4.3991 0.16 -0.07 0.19
H 1.6685 -0.4758 -5.2917 -0.03 0.19 0.21
H 2.1980 0.3288 -3.8143 -0.15 -0.15 -0.12
C 0.6699 1.3808 -4.8886 0.60 0.35 -0.44
H 0.1309 1.2229 -5.8326 0.17 0.14 0.38
H 1.5280 2.0230 -5.1515 -0.26 -0.25 -0.10
C -2.3787 1.0554 -4.2174 0.00 -0.33 -0.01
H -2.9351 1.5644 -5.0250 0.16 -0.07 0.24
H -3.1379 0.7647 -3.4715 0.25 0.00 -0.22
Mn 2.1895 -1.1698 -0.9909 0.43 0.64 -0.21
H 0.8872 -0.8741 -2.3338 -2.10 0.16 -2.59
C -2.8909 -1.0297 -0.2272 -0.14 -0.14 -0.04
C -2.1005 -0.2218 0.7981 0.40 -0.02 -0.30
C -2.6312 1.2064 0.8396 -0.15 0.25 0.05
C -2.1774 -0.8514 2.1831 -0.28 -0.13 0.29
O -0.7247 -0.2257 0.3208 -0.34 0.32 0.46
Si 0.5986 0.2722 1.1842 -0.94 0.08 0.69
S 2.0046 0.9695 -0.1172 0.66 0.45 -0.60
O 0.0662 1.3683 2.3114 0.48 -0.18 0.06
C 0.7661 1.9753 3.4351 -0.11 -0.20 -0.44
C 1.8551 2.8932 2.8958 0.12 0.16 0.09
C -0.2714 2.7826 4.2053 -0.14 0.12 0.10
C 1.3511 0.9024 4.3442 0.24 -0.02 0.38
O 1.1273 -1.0070 2.1025 0.46 -0.92 -0.35
C 1.7316 -2.2703 1.7134 -0.43 1.20 0.33
C 3.2025 -2.0789 1.3364 0.23 -0.56 0.44
C 1.6688 -3.1443 2.9633 -0.01 -0.34 0.03
C 0.9406 -2.9368 0.5886 0.02 -0.84 0.21
H -3.9600 -1.0125 0.0251 0.22 -0.02 -0.05
H -2.5623 -2.0769 -0.2430 0.00 0.18 -0.01
H -2.7670 -0.6099 -1.2355 0.06 -0.06 0.28
H -3.7010 1.1882 1.0914 0.20 0.02 -0.08
H -2.1088 1.7988 1.5989 -0.09 -0.15 -0.23
H -2.5105 1.6934 -0.1366 0.00 -0.14 0.17
H -1.6956 -0.2092 2.9342 -0.08 -0.26 -0.26
H -3.2326 -0.9696 2.4675 0.20 0.00 -0.03
H -1.7069 -1.8443 2.1988 -0.09 0.24 -0.02
H 1.4103 3.6583 2.2490 0.10 -0.14 0.07
H 2.3596 3.3937 3.7330 -0.06 -0.07 -0.17
H 2.5990 2.3356 2.3145 -0.17 0.11 0.15
H -1.0746 2.1366 4.5822 0.14 0.09 -0.14
H 0.2026 3.2670 5.0694 -0.08 -0.09 -0.18
H -0.7088 3.5658 3.5745 0.06 -0.19 0.07
H 0.5682 0.2139 4.6851 0.16 0.07 -0.15
H 2.1442 0.3301 3.8502 -0.25 0.12 0.07
H 1.7868 1.3810 5.2344 -0.12 -0.07 -0.21
H 3.7224 -1.6183 2.1888 -0.08 0.07 -0.40
H 3.6404 -3.0793 1.1909 -0.01 0.33 -0.12
H 3.4253 -1.4508 0.4444 0.27 -0.24 0.65
H 0.6304 -3.3323 3.2638 0.19 0.15 -0.09
H 2.1438 -4.1119 2.7571 -0.08 0.12 0.10
H 2.1980 -2.6745 3.8024 -0.15 0.00 -0.27
H -0.0997 -3.0727 0.9144 0.20 0.22 -0.33
H 0.9031 -2.4208 -0.4040 -0.47 -0.31 0.57
H 1.3646 -3.9411 0.4336 -0.10 0.25 -0.12



Q: Look up the charge of the third one.
A: 0



Q: What is the charge in the first record?
A: -1